--- one ---
Here is a cluster of 2 separate species, C3H12NO2 in total from the Open Molecules 2025 dataset. Energies are from ωB97M-V/def2-TZVPD.

Structure (XYZ):
```
18
Properties=species:S:1:pos:R:3:lowdin_charge:R:1
C -0.23833 0.52980 0.28480 -0.21
O 1.22687 0.79035 0.33848 -0.16
C -0.52774 -0.94517 0.67593 -0.40
C -1.62658 -1.78374 -0.01427 -0.14
N 0.71297 -1.76252 0.40023 0.08
H -0.63208 1.26444 1.00523 0.12
H -0.69140 0.63503 -0.64654 0.08
H 1.62113 1.30375 -0.42460 0.10
H -0.67378 -0.95745 1.81736 0.13
H -2.49672 -1.08582 -0.15011 0.08
H -2.03173 -2.69359 0.55767 0.08
H -1.44786 -2.24932 -1.07515 0.10
H 1.23397 -1.54226 -0.40292 0.04
H 1.40149 -1.62635 1.16074 0.05
H 0.41368 -2.74021 0.44189 0.04
H 0.56358 4.19028 -0.86222 0.06
H 1.82250 4.71208 -1.71297 0.00
O 1.37004 3.96070 -1.39355 -0.07
```

- E_LUMO (alpha / beta): 0.6 / 0.5 eV
- HOMO-LUMO gap (alpha / beta): 3.714 / 11.414 eV
- Highest occupied orbital energy (alpha / beta): -3.1 / -11.0 eV
- 2S+1: 2

--- two ---
Here is a cluster of 2 separate species, C3H12NO2 in total from the Open Molecules 2025 dataset. Energies are from ωB97M-V/def2-TZVPD.

Structure (XYZ):
```
18
Properties=species:S:1:pos:R:3:lowdin_charge:R:1
C -0.52120 -0.29861 -0.01303 -0.24
C 0.57771 -1.28268 -0.45388 -0.48
C 0.39696 -1.70655 -1.88021 -0.07
O 1.86645 -0.71302 -0.19937 -0.07
N -0.24693 0.19202 1.38217 0.07
H -0.50094 0.56674 -0.67408 0.11
H -1.50340 -0.77773 -0.00795 0.08
H 0.47648 -2.20147 0.13053 0.13
H -0.44771 -2.36927 -2.08491 0.09
H 1.21327 -2.24129 -2.36330 0.09
H 0.15676 -0.83459 -2.50971 0.09
H 2.17124 -0.39243 -1.05382 0.09
H 0.70723 -0.12061 1.60330 0.09
H -1.02132 -0.13216 2.03960 0.02
H -0.22400 1.22246 1.45960 0.08
H -0.53792 4.00886 2.08342 0.03
H -1.51180 3.73970 0.91164 0.01
O -1.05090 3.34063 1.63000 -0.11
```

- E_LUMO (alpha / beta): 0.9 / 0.6 eV
- HOMO-LUMO gap (alpha / beta): 3.853 / 11.719 eV
- Highest occupied orbital energy (alpha / beta): -3.0 / -11.1 eV
- 2S+1: 2

In order of decreasing stability: two, one.

--- one ---
Here is a cluster of 2 separate species, C14H16O in total from the Open Molecules 2025 dataset. Energies are from ωB97M-V/def2-TZVPD.

Structure (XYZ):
```
31
Properties=species:S:1:pos:R:3:lowdin_charge:R:1
C 0.32116 4.94046 1.96716 -0.06
C 0.22615 3.41991 1.93764 -0.29
C 0.29049 2.75948 0.70768 -0.04
C 0.36831 1.37357 0.74522 -0.04
C 0.15494 0.62611 1.87758 -0.32
O 0.14606 -0.73745 2.00150 0.04
C 0.06312 1.30292 3.10677 -0.01
C 0.19975 2.68785 3.12122 -0.05
H 1.30716 5.25059 1.59641 0.08
H 0.57392 5.18716 2.99930 0.06
H -0.59575 5.37835 1.59559 0.08
H 0.34302 3.34482 -0.19755 0.11
H 0.29534 0.75836 -0.16044 0.12
H 0.27365 -1.12798 1.13482 0.04
H -0.04746 0.73115 4.01376 0.11
H 0.08273 3.21089 4.06347 0.11
C -2.53942 -1.76202 -2.67537 -0.04
C -1.15276 -2.37254 -2.44603 -0.26
C -0.23326 -2.48943 -3.47517 -0.05
C 1.13450 -2.62777 -3.15437 -0.09
C 1.58973 -2.70226 -1.85659 -0.08
C 0.64233 -2.59032 -0.83552 -0.10
C -0.69779 -2.41633 -1.10475 -0.06
H -3.19502 -2.45211 -3.20765 0.08
H -2.50112 -0.87362 -3.30504 0.08
H -2.88060 -1.51520 -1.67300 0.07
H -0.44328 -2.22746 -4.50405 0.11
H 1.75982 -2.87795 -4.00780 0.10
H 2.63510 -2.83657 -1.62352 0.10
H 1.03493 -2.44342 0.16203 0.09
H -1.45176 -2.45713 -0.33474 0.11
```

- E_LUMO: 0.9 eV
- HOMO-LUMO gap: 9.188 eV
- Highest occupied orbital energy: -8.3 eV
- SMILES: Cc1ccc(O)cc1.Cc1ccccc1

--- two ---
Here is a cluster of 2 separate species, C14H16O in total from the Open Molecules 2025 dataset. Energies are from ωB97M-V/def2-TZVPD.

Structure (XYZ):
```
31
Properties=species:S:1:pos:R:3:lowdin_charge:R:1
C 2.00182 2.06436 -0.93215 -0.07
C 2.00577 0.53209 -1.02286 -0.27
C 1.20768 -0.27875 -1.78201 -0.07
C 1.31276 -1.67950 -1.58374 -0.02
C 2.07334 -2.18237 -0.55436 -0.34
O 2.10934 -3.52423 -0.26522 0.03
C 2.98029 -1.33137 0.09959 -0.02
C 3.01368 0.02160 -0.12998 -0.03
H 2.95582 2.56769 -0.76342 0.07
H 1.34880 2.53799 -0.18105 0.08
H 1.76199 2.45325 -1.94508 0.08
H 0.54831 -0.03870 -2.59387 0.11
H 0.91007 -2.28432 -2.38956 0.12
H 2.89754 -3.95959 -0.59800 0.11
H 3.62982 -1.93163 0.76016 0.13
H 3.67520 0.74725 0.28631 0.10
C -2.64356 0.16694 -1.25119 -0.05
C -2.48140 0.16546 0.26626 -0.26
C -3.54133 0.48912 1.12503 -0.05
C -3.26250 0.55315 2.50144 -0.09
C -1.95145 0.77360 2.91262 -0.10
C -0.93405 0.55137 1.98855 -0.10
C -1.15271 0.07117 0.71783 -0.04
H -2.07966 1.01418 -1.63920 0.08
H -3.63431 0.00923 -1.62796 0.06
H -2.08844 -0.69927 -1.63983 0.07
H -4.47781 0.86061 0.73882 0.11
H -4.07251 0.82215 3.17132 0.10
H -1.76673 1.07084 3.94070 0.10
H 0.07373 0.83159 2.31347 0.10
H -0.41951 -0.39393 0.07738 0.08
```

- E_LUMO: 0.8 eV
- HOMO-LUMO gap: 9.448 eV
- Highest occupied orbital energy: -8.7 eV
- SMILES: Cc1ccc(O)cc1.Cc1ccccc1

--- three ---
Here is a cluster of 2 separate species, C14H16O in total from the Open Molecules 2025 dataset. Energies are from ωB97M-V/def2-TZVPD.

Structure (XYZ):
```
31
Properties=species:S:1:pos:R:3:lowdin_charge:R:1
C 1.31763 -3.26207 -2.23385 -0.07
C 0.11396 -2.79320 -1.47738 -0.28
C -1.08514 -2.50965 -2.12396 -0.04
C -2.12444 -1.89407 -1.42945 -0.03
C -1.97513 -1.62861 -0.08946 -0.37
O -2.89845 -0.95954 0.66249 0.05
C -0.90628 -2.18638 0.61745 -0.03
C 0.21298 -2.59630 -0.07937 -0.03
H 2.16808 -2.62516 -2.00557 0.08
H 1.20319 -3.17007 -3.31709 0.07
H 1.61652 -4.29567 -2.07693 0.08
H -1.23004 -2.77861 -3.16088 0.11
H -3.00608 -1.52384 -1.94272 0.12
H -3.77422 -0.93402 0.30887 0.09
H -0.81142 -2.00346 1.68339 0.12
H 1.13671 -2.77303 0.45727 0.12
C 0.84436 3.01362 3.21145 -0.07
C 0.63113 2.62632 1.79530 -0.29
C 0.12479 1.43327 1.38868 -0.04
C -0.11753 1.21199 0.00687 -0.06
C 0.58078 1.99006 -0.89063 -0.10
C 1.16256 3.20905 -0.52889 -0.09
C 1.16108 3.53090 0.81341 -0.05
H 0.93467 4.11412 3.22700 0.07
H 1.83677 2.79806 3.62464 0.08
H 0.03784 2.72343 3.88253 0.08
H -0.40173 0.78387 2.08670 0.11
H -0.74594 0.46865 -0.45897 0.08
H 0.63190 1.68478 -1.93587 0.10
H 1.71738 3.90073 -1.15220 0.10
H 1.64406 4.44484 1.13718 0.10
```

- E_LUMO: 0.8 eV
- HOMO-LUMO gap: 9.270 eV
- Highest occupied orbital energy: -8.5 eV
- SMILES: Cc1ccc(O)cc1.Cc1ccccc1

In order of decreasing stability: three, one, two.

--- one ---
Here is a cluster of 2 separate species, HN2O4S in total from the Open Molecules 2025 dataset. Energies are from ωB97M-V/def2-TZVPD.

Structure (XYZ):
```
8
Properties=species:S:1:pos:R:3:lowdin_charge:R:1
N 1.54230 0.36695 -1.28105 -0.36
N 0.65890 0.83739 -0.51695 -0.05
O -0.66118 -1.21518 2.09223 -0.33
O 2.52491 1.03586 -1.62724 -0.24
O -1.11780 -1.82987 -0.26069 -0.33
O -2.45687 -0.06390 0.96578 -0.29
S -1.30751 -0.84894 0.82794 0.63
H 0.81725 1.71768 -0.20002 -0.04
```

- E_LUMO (alpha / beta): 2.3 / 2.3 eV
- HOMO-LUMO gap (alpha / beta): 5.909 / 5.910 eV
- Charge: -1
- Highest occupied orbital energy (alpha / beta): -3.6 / -3.6 eV

--- two ---
Here is a structure of composition HN2O4S from the Open Molecules 2025 dataset. Energies are from ωB97M-V/def2-TZVPD.

Structure (XYZ):
```
8
Properties=species:S:1:pos:R:3:lowdin_charge:R:1
N -0.11323 0.03882 -0.33793 -0.03
N -1.02228 -0.60146 -0.99550 -0.58
O 2.53222 0.87543 -1.21468 -0.55
O -1.86942 -1.20978 -0.32092 -0.06
O -0.91682 -0.57243 -2.24524 -0.10
O 0.77692 2.55871 -1.26803 -0.51
S 1.15330 1.24672 -1.69721 0.77
H -0.17440 0.26403 0.63063 0.07
```

- E_LUMO: 4.0 eV
- HOMO-LUMO gap: 9.153 eV
- Charge: -1
- Highest occupied orbital energy: -5.2 eV

In order of decreasing stability: two, one.

--- one ---
Here is a cluster of 18 separate species, H36O18 in total from the Open Molecules 2025 dataset. Energies are from ωB97M-V/def2-TZVPD.

Structure (XYZ):
```
54
Properties=species:S:1:pos:R:3:lowdin_charge:R:1
O -0.35717 3.20102 -1.04531 -0.05
H -0.89217 3.87002 -0.59331 0.09
H -0.24217 3.51802 -1.97031 0.09
O 2.14783 2.44502 0.14269 -0.07
H 2.92483 2.27502 -0.39131 0.05
H 1.36083 2.31902 -0.44131 0.01
O 2.48483 0.25302 1.78269 -0.03
H 2.06383 0.89502 1.25769 -0.03
H 3.44083 0.25802 1.58269 0.09
O -2.36117 0.79902 3.10369 -0.07
H -2.90717 1.56802 3.34269 0.06
H -1.74117 1.22802 2.48469 -0.01
O -2.14417 1.29202 0.36069 0.00
H -2.65517 1.92602 -0.14531 0.08
H -2.90417 0.88402 0.66869 0.03
O -0.00317 -0.00898 -0.21931 -0.03
H -0.82917 0.44802 -0.21931 -0.03
H 0.17183 -0.26598 0.68269 0.01
O 1.44983 1.54502 -2.39331 -0.10
H 1.93883 0.82702 -1.96931 -0.01
H 1.56683 1.24502 -3.34331 0.09
O 1.88883 -1.99298 3.60669 -0.06
H 2.43783 -2.60698 3.13569 0.02
H 1.22683 -1.56598 3.06469 -0.04
O 0.03383 -0.53698 -3.59131 -0.05
H 0.74683 -0.81098 -3.03031 -0.02
H -0.28917 0.25102 -3.16831 -0.03
O 2.23183 -0.84798 -1.81431 -0.03
H 2.34683 -0.95198 -0.90331 -0.01
H 2.59283 -1.65698 -2.22331 0.11
O -2.44317 -2.00698 0.81169 -0.01
H -1.93017 -2.01398 0.02569 -0.02
H -3.16717 -1.42698 0.69269 0.02
O -1.61517 1.51602 -2.75631 -0.02
H -1.43817 1.93302 -3.59531 0.08
H -1.18817 2.03102 -2.12231 -0.04
O -0.01917 2.15902 2.49369 -0.03
H 0.20583 3.11902 2.59269 0.09
H -0.03917 2.06402 1.55769 -0.02
O -0.32617 -0.89998 2.43669 -0.05
H -1.09517 -1.34698 2.06969 0.03
H -0.72417 -0.43298 3.17769 0.06
O 1.96283 -2.13098 0.77869 -0.07
H 2.89883 -2.32598 0.52069 0.10
H 2.18383 -1.39798 1.35469 -0.02
O -2.62717 -0.81298 -1.78331 -0.02
H -2.63717 -1.06198 -2.69231 0.04
H -2.46117 0.10202 -1.90031 -0.03
O -0.21817 -2.55298 -1.41731 -0.04
H -0.06917 -1.68598 -1.10231 -0.05
H -0.95717 -2.39598 -2.01631 0.04
O -0.13317 -3.64398 1.36069 -0.02
H 0.56183 -3.02498 1.24869 -0.05
H -0.45417 -3.56398 0.51069 -0.04
```

- E_LUMO: -0.7 eV
- HOMO-LUMO gap: 8.773 eV
- Highest occupied orbital energy: -9.5 eV

--- two ---
Here is a cluster of 18 separate species, H36O18 in total from the Open Molecules 2025 dataset. Energies are from ωB97M-V/def2-TZVPD.

Structure (XYZ):
```
54
Properties=species:S:1:pos:R:3:lowdin_charge:R:1
O 3.39717 4.76112 0.89462 -0.04
H 2.56505 5.01753 0.48979 0.04
H 3.25987 4.08115 1.54324 0.01
O 0.58670 0.19845 -1.73366 -0.05
H 1.19182 0.69433 -2.30471 0.03
H -0.16955 0.71718 -1.45559 0.07
O -0.90608 -0.67894 -4.37644 -0.08
H -1.48469 -0.80646 -5.15073 0.05
H -0.12540 -1.21610 -4.58533 0.03
O 0.91884 3.10108 1.62231 -0.03
H 1.56580 3.74437 1.87690 -0.01
H 1.28761 2.23222 1.51200 0.03
O -1.57388 5.88072 -1.20808 -0.10
H -0.69375 5.38851 -1.15388 0.07
H -2.10346 5.34921 -0.57409 0.04
O -0.01215 -3.14525 -2.31217 -0.06
H -0.83507 -2.68387 -2.07386 0.06
H 0.71955 -2.79931 -1.78165 0.00
O -3.77467 3.16731 -2.57352 -0.03
H -3.60458 3.46617 -1.69186 0.02
H -3.54996 3.73445 -3.29977 0.04
O 2.63642 1.22088 -3.43760 -0.03
H 3.38527 1.64922 -3.85165 0.06
H 2.83123 0.29263 -3.35339 0.04
O -3.25631 0.72060 2.16762 -0.04
H -2.59616 0.44830 1.52383 0.03
H -4.12008 0.50430 1.76263 0.09
O -2.01525 -0.24850 4.30394 -0.10
H -1.13202 -0.59850 3.99550 0.05
H -2.33983 -0.00050 3.42278 -0.04
O 3.09066 0.70890 5.64331 -0.07
H 3.65570 1.33538 5.15903 0.04
H 2.52879 0.10061 5.14175 0.03
O 1.99086 -1.78709 -0.64930 -0.06
H 2.04189 -1.11955 -1.36856 0.04
H 1.19153 -1.42494 -0.28947 -0.03
O -0.57083 -1.37367 0.20386 -0.02
H -0.07330 -0.64099 -0.14582 -0.01
H -0.81011 -1.18321 1.10717 0.04
O -0.31365 -4.24226 0.07125 -0.06
H -1.16363 -3.86539 0.25481 0.02
H 0.00264 -4.21894 -0.83964 0.01
O -2.19210 -2.36220 2.83033 -0.08
H -1.32789 -2.81443 2.85411 0.01
H -2.30615 -2.46086 3.79657 0.06
O 0.63878 -3.87732 3.02554 -0.10
H 0.93521 -4.56718 3.65303 0.05
H 0.51312 -4.20491 2.08581 0.04
O 4.82261 -2.38753 -1.93302 -0.07
H 5.43426 -2.19252 -1.21068 0.04
H 4.01150 -1.92842 -1.59522 0.01
O -3.63620 0.17308 -2.46175 -0.04
H -3.57152 -0.06584 -1.55146 0.01
H -3.90565 1.00300 -2.80840 -0.01
```

- E_LUMO: -0.7 eV
- HOMO-LUMO gap: 9.739 eV
- Highest occupied orbital energy: -10.4 eV

In order of decreasing stability: one, two.

--- one ---
Here is a cluster of 2 separate species, S2 in total from the Open Molecules 2025 dataset. Energies are from ωB97M-V/def2-TZVPD.

Structure (XYZ):
```
2
Properties=species:S:1:pos:R:3:lowdin_charge:R:1
S 0.00000 0.00000 1.84590 -0.50
S 0.00000 0.00000 -1.84590 -0.50
```

- E_LUMO (alpha / beta): 1.1 / 1.1 eV
- HOMO-LUMO gap (alpha / beta): 5.133 / 3.954 eV
- Charge: -1
- Highest occupied orbital energy (alpha / beta): -4.1 / -2.8 eV
- 2S+1: 2

--- two ---
Here is a cluster of 2 separate species, S2 in total from the Open Molecules 2025 dataset. Energies are from ωB97M-V/def2-TZVPD.

Structure (XYZ):
```
2
Properties=species:S:1:pos:R:3:lowdin_charge:R:1
S 1.08305 0.76391 0.98859 -0.50
S -1.08305 -0.76391 -0.98859 -0.50
```

- E_LUMO (alpha / beta): 1.8 / 1.6 eV
- HOMO-LUMO gap (alpha / beta): 5.970 / 4.495 eV
- Charge: -1
- Highest occupied orbital energy (alpha / beta): -4.2 / -2.9 eV
- 2S+1: 2

In order of decreasing stability: two, one.